Entry 1:
Molecular formula: C40H55GeN2O4PdS2Si4
Method: DFT, wB97M-V/def2-TZVPD

```
109
Properties=species:S:1:pos:R:3:lowdin_charge:R:1
C -3.5439 4.3442 -4.2426 -0.090
H -0.4714 4.0194 -6.5365 0.093
C -2.0748 5.2799 -5.8916 -0.098
H -3.7119 -0.5277 -1.6631 0.003
C -1.3815 -0.4926 -2.6671 -0.730
H -3.0713 2.3564 -3.5847 0.085
H -3.7830 6.3030 -5.0912 0.094
C 2.1550 5.8158 0.2412 -0.535
Si -1.6083 0.2883 1.1688 0.474
H 3.5611 -0.2977 -2.8193 0.106
C 6.1067 -0.0437 2.0787 -0.111
C -1.3327 4.1079 -5.8840 -0.140
C 3.0172 2.8197 -3.9975 -0.089
C 0.6755 0.2126 -7.5659 -0.114
C -4.2701 2.4790 2.2042 -0.231
C 3.8318 -0.3487 1.3129 -0.082
H 1.3560 0.4504 4.6388 0.029
H -2.4615 -1.9166 -3.7920 0.114
C -2.6709 -3.0705 0.3944 -0.212
H -5.0724 -1.5116 -1.1118 0.027
H -4.4096 4.4353 -3.5981 0.099
H 1.2795 -0.6077 -3.6504 0.099
H 0.2575 0.2816 -10.9273 0.093
C -3.1913 5.3960 -5.0755 -0.105
C -1.6430 -1.2213 -3.9941 -0.170
C 1.7310 2.6441 -4.4879 -0.109
H -1.7988 2.4766 -7.8876 0.089
H -1.8982 -3.0588 -0.3735 0.010
C -4.3503 -0.7503 -0.8090 -0.200
H 6.9718 0.5934 2.2119 0.089
H 2.2047 -2.0085 0.9373 0.058
C -2.9972 3.1629 -0.4604 -0.252
H 1.2322 3.4715 -4.9786 0.086
H 5.0861 -3.2463 2.5441 0.109
H -1.0467 -2.7207 3.3860 0.010
H -2.9650 0.1098 -5.0229 0.073
Pd -0.0776 0.6050 -0.6320 0.605
C 1.7341 0.3759 -3.7189 -0.105
H -3.4659 -3.7468 0.0735 0.024
C -1.6920 3.0318 -5.0733 -0.249
H -0.7610 -1.8218 -4.2347 0.109
H -1.8601 -0.7368 -6.1073 0.061
H -2.8308 -0.5770 4.5252 0.004
H 2.4887 6.5495 0.9749 0.070
H -2.9150 4.2502 -0.5131 0.018
C -4.5675 -1.4523 2.1093 -0.221
C 0.1130 0.5266 -9.8820 -0.113
H 4.6908 1.8823 -3.0343 0.100
H -5.0148 1.8584 1.7018 0.007
S 0.2220 4.2779 -0.8315 0.925
O 1.6527 -0.6149 0.3937 -0.123
H -4.1555 2.0894 3.2177 0.009
C -1.0287 1.7654 -8.1638 -0.116
H -4.9053 0.1605 -0.5729 0.017
C 4.9522 0.4587 1.5091 -0.034
Ge -0.7135 1.3202 -5.2019 1.049
C 3.9104 -1.7106 1.6530 -0.273
Si -0.6595 -0.2469 3.2892 0.393
C 3.6835 1.7561 -3.4100 -0.091
C 0.8635 -0.1082 -8.9024 -0.102
C 1.0759 1.4235 -4.3672 -0.256
C -1.4992 3.6439 2.2753 -0.227
H 4.8742 1.4926 1.2021 0.098
C -2.7986 3.1739 -4.2419 -0.101
S 2.7371 4.1754 0.7967 0.915
C -0.8326 1.4693 -9.5065 -0.102
H -1.5471 -0.1531 5.6558 0.024
C -1.9418 -0.2573 -5.1314 -0.232
H -0.4481 3.4983 2.0156 -0.005
H -4.6826 3.4874 2.2809 0.023
O 2.8980 -2.5563 1.4057 0.042
H -4.0052 2.8860 -0.7785 0.023
O -1.4616 0.7626 -2.6484 -0.118
H -5.3962 -2.1090 1.8384 0.024
H -4.9873 -0.4817 2.3787 0.006
H -2.3002 1.0931 4.6616 0.006
H -1.4285 1.9647 -10.2643 0.095
O -1.1240 -1.1866 -1.6577 -0.102
H 0.5470 1.8570 3.9411 0.016
C -0.1675 -2.0767 3.4578 -0.207
H 0.2070 5.6461 1.1362 0.054
Si -3.3047 -1.3053 0.6833 0.390
C 3.0414 0.5347 -3.2757 -0.084
H -4.1023 -1.8657 3.0060 0.007
C 2.5844 0.1955 0.7197 -0.473
C 6.1542 -1.3772 2.4738 -0.104
H -1.7450 4.6971 2.1228 0.023
H 0.3158 -2.2786 4.4156 0.027
C 0.8427 0.8235 3.7501 -0.197
H -2.3049 2.7473 -1.1951 -0.031
H -1.7892 6.0964 -6.5440 0.096
C 1.4241 3.3105 -0.0245 -0.921
H 1.5684 0.8423 2.9355 0.001
N 2.5395 1.5083 0.5943 -0.020
H 0.5232 -2.3697 2.6661 0.012
H -2.2256 -3.4773 1.3043 0.010
H 7.0462 -1.7738 2.9429 0.094
C 5.0665 -2.2022 2.2596 -0.027
C -1.9538 0.0576 4.6648 -0.220
C -0.2727 1.1541 -7.1649 -0.260
H 0.2235 6.6289 -0.3581 0.077
N 1.4272 2.0322 -0.0158 -0.161
H 1.5900 -0.8611 -9.1847 0.095
H 1.2651 -0.2971 -6.8090 0.097
H -1.5944 3.4370 3.3434 0.019
Si -2.6055 2.4610 1.2647 0.387
H 3.4972 3.7877 -4.0818 0.099
C 0.6471 5.7609 0.1455 -0.514
H 2.6045 6.0324 -0.7282 0.067
```

Values from the calculation:
Energy = -6127.04172 Ha
Total charge = -1
LUMO level (spin up / spin down) = 2.0 / 2.0 eV
F_max = 1.3 eV/Å

---

Entry 2:
Molecular formula: C40H56BF2MnN5P
Method: DFT, wB97M-V/def2-TZVPD

```
106
Properties=species:S:1:pos:R:3:lowdin_charge:R:1
H 3.9936 3.6222 -2.7420 0.117
C 0.6577 0.7751 1.8565 -0.116
C -2.6590 0.8366 -1.4091 -0.102
H 5.3233 3.3637 -0.6763 0.117
C 4.4605 -0.8210 -1.9897 -0.040
H -0.5068 4.8990 2.0652 0.089
C 4.8406 2.4163 -0.4279 -0.050
H 2.2218 -1.1486 -3.7550 0.104
H -5.1638 1.1881 3.2547 0.105
C -3.8986 -6.2728 -0.6157 -0.057
H -0.1802 -1.0998 -3.9469 0.089
C 2.3648 -0.2196 -3.2031 -0.072
C 0.8286 3.2910 2.7719 -0.305
C 3.7517 -0.3784 3.6447 0.004
H 1.2120 -1.6448 -1.0897 0.041
H 5.6818 -0.8080 2.8044 0.133
H 2.6258 4.1890 3.4836 0.105
C -0.5975 -2.6672 0.6321 -0.050
C -2.8164 -5.8274 -1.3973 -0.065
C 0.1736 -1.7807 1.6253 -0.343
H -0.0148 -3.5577 0.3996 0.104
N -6.1422 -3.4103 -1.3279 0.100
C -5.0620 -5.5423 -0.5213 0.015
C 2.0843 0.4126 2.0932 -0.233
C 0.1053 2.0797 2.2014 -0.040
H 1.7475 0.1375 4.1929 0.138
H 0.5213 -1.7524 3.7941 0.075
C -3.6664 0.1925 -2.0247 0.017
H -1.1242 -2.2025 3.3215 0.099
C -0.8189 -1.6874 -3.2948 0.036
N -4.4963 -2.7311 -2.5377 -0.068
C 4.3037 -0.1252 1.3217 -0.063
F 0.2248 2.7176 -2.9842 0.335
H -4.7317 0.3551 -2.0120 0.150
H -5.9106 -5.8910 0.0511 0.129
H 4.2274 1.9157 -3.0453 0.081
C -5.1212 -4.3418 -1.2287 -0.213
C -4.1188 2.8077 1.3420 -0.034
C 3.5615 2.6339 -2.5752 -0.052
H -3.8824 3.5574 2.0979 0.093
C -1.5889 -0.0353 1.4282 0.026
H -3.8162 0.0725 3.4889 0.091
C 0.5147 4.5511 1.9243 -0.024
C 2.4653 0.0638 3.3851 -0.030
B 0.1341 2.2642 -1.7907 -0.628
H 2.5987 2.6174 -3.0847 0.076
H 4.9164 -1.2496 -1.1016 0.082
H 1.6530 3.6855 -0.8797 0.056
H -5.2029 2.7886 1.2434 0.104
N -3.0886 -0.8282 -2.7399 0.037
C 3.0048 0.3187 1.0506 -0.282
C -0.2429 -0.3154 1.5872 -0.203
C -2.8629 -4.6429 -2.1056 -0.025
F -0.6807 2.8347 -0.8509 0.180
H -4.7341 -1.2758 -3.9306 0.153
H 4.5627 -1.5633 -2.7852 0.118
H -1.6933 3.2171 2.3602 0.134
H 2.7309 -2.1099 -0.3040 0.092
H 1.1703 5.3623 2.2347 0.104
H 3.1696 4.5363 -0.7239 0.128
H -4.0700 0.6616 1.0958 0.137
H -1.9292 -6.4439 -1.4591 0.113
C -0.0694 -2.2918 3.0557 -0.007
Mn 0.0143 0.8777 -0.3987 0.801
C -1.2769 2.2573 2.0883 0.041
H -1.3519 -2.3979 -3.9179 0.082
H -3.8158 -7.2143 -0.0911 0.116
H 1.2423 -1.8519 1.4277 0.117
H -3.3368 -2.3253 -4.2264 0.143
C 3.4447 2.4365 -1.0612 -0.626
C 2.2829 -1.8061 -1.2499 -0.074
N -5.7747 -2.4793 -2.0993 0.067
H -0.1950 -2.2468 -2.6005 0.073
H -0.8288 -2.1586 -0.3071 0.046
H 0.2056 -3.3448 3.1123 0.107
H 5.0427 -0.1812 0.5387 0.096
N -1.4508 0.2071 -1.7250 0.034
H 4.8102 2.3387 0.6574 0.083
H -3.7036 3.1419 0.3887 0.077
H 0.6620 4.3827 0.8609 0.050
P 2.5389 0.8246 -0.6361 1.267
C 4.6722 -0.4730 2.6093 -0.005
H 0.3003 3.4493 3.7211 0.166
C -3.9180 -1.8204 -3.4600 -0.037
H 5.0224 0.0570 -2.2991 0.079
C -1.7578 -0.7892 -2.5780 -0.273
H 2.4872 2.5126 3.9577 0.083
H 2.9597 2.9183 2.3131 0.061
C -2.1444 1.2475 1.7145 -0.148
C 2.3098 3.2053 3.1397 -0.034
H -2.2693 -0.8516 1.2131 0.148
H 1.4022 0.2896 -3.1336 0.048
H 2.5976 3.5468 0.6159 0.057
H -3.6351 1.7861 3.9063 0.098
H 5.4722 1.6233 -0.8261 0.084
C -4.0809 1.0887 3.1959 -0.009
C -4.0493 -3.9145 -2.0130 -0.170
H -1.5409 -3.0118 1.0581 0.096
C -3.6294 1.4170 1.7526 -0.369
H -2.0226 -4.3224 -2.7071 0.092
C 2.9606 -0.5583 -1.8258 -0.635
H -2.7172 1.7190 -0.8008 0.091
H 3.0314 0.4002 -3.7944 0.086
H 2.3980 -2.6335 -1.9525 0.117
C 2.6644 3.6035 -0.4682 -0.068
H 4.0365 -0.6478 4.6531 0.135
```

Values from the calculation:
⟨S²⟩ = 0.953
Energy = -3547.57400 Ha
Total charge = +3
LUMO level (spin up / spin down) = -11.9 / -10.3 eV
Spin multiplicity = 2
F_max = 1.4 eV/Å
Relative energy (zero: lowest compared OMol25 entry of this formula, charge and spin) = 5.7 kcal per mole

---

What is the total charge in the first record? -1